Molecular formula: C41H28Cl3LaN12O5
Method: DFT, the ωB97M-V functional and the def2-TZVPD basis

Its total charge is 0. For the HOMO energy, the calculation gives -0.3049 Eh. Its frontier orbital gap is 0.25496 Ha.

XYZ file:
```
90
Properties=species:S:1:pos:R:3:forces:R:3:lowdin_charge:R:1
La -0.412157 -1.851133 1.481457 -0.838 2.674 -3.264 1.9405
O 0.150343 3.525667 3.592657 0.700 0.380 -0.450 -0.0507
C -0.613857 3.281167 4.547657 -0.729 -1.223 -0.044 -0.6948
O -0.864757 3.871567 5.578057 -0.133 0.391 0.587 0.0375
C -1.328557 1.922667 4.234857 0.301 0.511 -0.177 -0.0705
C -2.431457 1.881767 3.381257 -0.073 -0.230 0.284 -0.0011
C -2.806057 0.673967 2.821757 -0.102 -0.026 -0.014 -0.1468
N -2.142457 -0.465733 3.026257 0.143 0.201 0.412 -0.0545
C -1.166657 -0.451933 3.955257 -0.263 0.257 0.340 -0.2695
C -0.744557 0.707467 4.584257 -0.203 -0.146 -0.025 0.0571
C -0.593757 -1.822933 4.327557 0.032 0.770 2.038 -0.6780
O -0.181357 -2.007133 5.457357 -0.138 0.154 -0.435 0.0999
O -0.634657 -2.693133 3.386957 -0.447 -2.098 2.201 -0.3214
H -2.980357 2.783567 3.148457 -0.013 0.050 -0.068 0.1254
H -3.659357 0.602367 2.152757 0.088 0.108 -0.057 0.1170
H 0.044343 0.660567 5.316957 0.038 -0.050 0.060 0.1207
C -0.918357 4.239267 0.926657 0.029 0.726 0.141 -0.0734
N -0.965257 2.815067 0.776857 0.404 -0.712 0.192 -0.1063
C -0.154057 1.882667 1.275657 0.169 -0.092 0.027 -0.1121
N -0.528857 0.681367 0.847157 0.256 0.595 -0.212 -0.0463
C -1.614557 0.963667 0.073857 0.316 0.198 0.002 -0.2474
N -1.891457 2.235467 0.013057 -0.955 -0.031 -0.490 0.1295
C -0.492157 4.947567 -0.334443 -0.012 0.074 -0.030 -0.1728
C -0.243757 6.315267 -0.268343 -0.039 -0.136 -0.072 -0.0247
C 0.092743 7.025667 -1.408543 0.013 0.049 0.025 -0.0592
C 0.205843 6.385167 -2.629443 -0.026 -0.231 -0.102 -0.0152
C -0.041857 5.016967 -2.700043 -0.016 0.064 0.628 -0.1401
C -0.396057 4.305467 -1.555543 0.124 0.069 -0.132 0.0338
C 0.052643 4.312767 -3.956143 0.070 0.324 -0.878 -0.2758
N 0.079643 4.820067 -5.153843 -0.166 0.983 1.350 0.1085
N 0.169643 3.803067 -6.016643 0.171 -1.550 -0.683 0.1067
C 0.201843 2.705567 -5.318543 -0.030 0.892 -0.364 -0.2835
O 0.125343 2.959767 -3.991743 0.037 -0.050 -0.026 0.1443
C 0.350943 1.361767 -5.824043 0.060 -0.608 0.050 -0.1334
C 0.242443 1.136867 -7.195243 0.022 0.009 0.100 -0.0101
C 0.404143 -0.141533 -7.691643 0.029 -0.006 0.006 -0.0554
C 0.667943 -1.196233 -6.829943 0.065 0.006 0.161 -0.0312
C 0.782743 -0.980033 -5.461543 -0.066 -0.054 -0.099 -0.1920
C 1.071643 -2.141133 -4.530543 0.162 0.091 -0.557 -0.0725
N 0.295943 -2.051233 -3.322343 0.136 0.064 0.911 -0.1244
C 0.650143 -1.607933 -2.110643 -0.166 -0.034 0.080 -0.1305
N -0.400157 -1.592633 -1.308943 0.010 0.136 -0.108 -0.0135
C -1.400257 -2.048533 -2.106243 0.367 0.177 -0.092 -0.2239
N -1.007557 -2.329033 -3.320543 -0.737 -0.274 -0.646 0.1397
C 0.623243 0.303067 -4.960743 -0.033 0.104 -0.184 0.0366
H -0.249257 4.456067 1.767557 -0.195 -0.075 -0.119 0.1192
H -1.923957 4.587267 1.192157 0.149 -0.159 0.082 0.1471
H 0.636243 2.116967 1.965557 0.052 0.088 0.095 0.1263
H -2.179157 0.225967 -0.459343 -0.172 -0.150 -0.093 0.0944
H -0.323557 6.815067 0.685857 0.013 0.113 0.090 0.1217
H 0.270543 8.088367 -1.344043 0.051 0.083 0.013 0.1074
H 0.489243 6.915467 -3.525243 -0.017 0.086 -0.057 0.1148
H -0.615357 3.253667 -1.653143 0.011 -0.027 0.057 0.1050
H 0.033643 1.973867 -7.841543 -0.028 0.065 -0.103 0.1157
H 0.319343 -0.326733 -8.753243 -0.015 0.018 -0.027 0.1096
H 0.786543 -2.194033 -7.227343 -0.016 -0.113 -0.017 0.1132
H 2.130843 -2.160533 -4.254643 -0.156 -0.080 0.026 0.1408
H 0.808843 -3.077633 -5.028743 0.136 0.069 0.151 0.1325
H 1.648043 -1.325633 -1.839043 0.258 0.034 -0.019 0.1446
H -2.417957 -2.151933 -1.783443 -0.151 -0.114 0.032 0.0970
H 0.706243 0.497667 -3.900743 -0.018 0.005 0.093 0.1187
C 2.978143 -1.017033 5.875657 -0.012 0.157 -0.116 -0.0589
C 2.503143 -0.097833 4.951157 0.177 0.014 0.198 -0.0772
C 2.212343 -0.498233 3.662257 0.016 -0.442 -0.483 -0.0390
C 2.406243 -1.833533 3.288457 0.802 0.399 1.128 -0.2850
C 2.937943 -2.743533 4.210157 -0.222 0.109 -0.255 -0.0067
C 3.214443 -2.329533 5.495657 0.023 -0.005 -0.050 -0.0612
N 1.958143 -2.254033 2.037757 0.870 -1.946 -1.263 -0.0927
N 2.451343 -3.349833 1.611157 0.877 1.627 1.532 0.0954
C 1.837743 -4.001633 0.577357 -1.461 -0.743 -1.340 -0.3331
C 2.614643 -4.930033 -0.137843 0.083 0.372 0.313 -0.0285
C 2.024343 -5.709933 -1.105343 0.051 0.000 -0.156 -0.0942
C 0.658143 -5.602233 -1.331743 -0.171 0.082 0.031 -0.0858
C -0.109757 -4.701633 -0.603643 0.175 -0.155 -0.044 -0.1612
C 0.435243 -3.851033 0.358357 1.056 -1.067 -0.449 -0.2533
H 3.150843 -0.712233 6.896357 0.060 0.054 0.068 0.1106
H 2.352743 0.931367 5.240757 -0.024 0.098 0.002 0.1153
H 1.845643 0.216667 2.930357 -0.026 -0.002 0.041 0.1039
H 3.066643 -3.771433 3.901457 -0.007 0.006 0.082 0.1118
H 3.595243 -3.038833 6.213357 0.011 -0.083 0.089 0.1086
H 3.673343 -4.989333 0.067757 0.113 -0.122 0.078 0.1073
H 2.610143 -6.410533 -1.681143 0.098 -0.050 -0.016 0.1000
H 0.191943 -6.221333 -2.084643 -0.058 -0.120 -0.055 0.1005
H -1.176957 -4.673633 -0.804943 -0.042 0.040 -0.051 0.0813
Cl -5.807157 -3.825833 2.728957 0.351 0.068 -0.082 0.6462
C -4.049357 -3.646833 2.882057 -0.209 -0.536 1.547 -1.5420
Cl -3.241157 -5.236933 2.981357 -0.254 0.280 -0.023 0.6582
Cl -3.629957 -2.666433 4.320557 -0.635 -0.653 -0.287 0.7345
C -3.494457 -2.989933 1.734157 0.592 0.548 -0.956 -0.3716
N -2.927157 -2.485533 0.872557 -0.690 -0.285 -0.073 0.1428
```
Positions in Å, forces in eV/Å.

---

Molecular formula: C41H29AsCdN9O3
Method: DFT, the ωB97M-V functional and the def2-TZVPD basis

Its total charge is -1. For the HOMO energy (spin up / spin down), the calculation gives -0.1298 / -0.1317 Eh. Its frontier orbital gap (spin up / spin down) is 0.17848 / 0.18168 Ha.

XYZ file:
```
84
Properties=species:S:1:pos:R:3:forces:R:3:lowdin_charge:R:1
Cd 0.218313 -0.261416 -0.447381 -0.248 -0.349 -0.040 1.3684
C 3.779264 -0.920113 5.046232 0.499 -0.315 1.640 -0.1121
C 3.238683 -2.235675 5.156673 0.242 0.311 -0.254 -0.1011
C 2.118784 -2.556070 4.390707 -0.087 0.016 -1.210 -0.0430
C 1.640157 -1.597919 3.472129 1.475 1.471 -0.486 -0.0777
C 0.634063 -1.545043 2.406523 -0.281 0.455 1.508 -0.3031
N 0.618219 -0.329284 1.825890 1.193 0.239 -0.034 0.0716
C 1.636243 0.452686 2.358735 -1.283 0.105 -0.885 -0.2675
N 1.911621 1.755934 2.097139 0.871 -1.650 1.039 0.2078
C 1.394863 2.450547 1.136279 -0.438 -1.010 0.311 -0.3646
C 1.422507 3.879187 1.096044 0.614 2.191 0.907 -0.1067
C 1.993645 4.838268 1.984429 -0.268 -0.167 -1.396 0.0020
C 1.676027 6.182120 1.791231 0.946 -0.436 0.375 -0.1048
C 0.806413 6.574473 0.794258 -0.791 -0.519 -0.776 -0.1147
C 0.210047 5.637924 -0.030292 -0.746 0.193 -0.758 -0.0320
C 0.528975 4.288728 0.097966 -0.078 -0.699 1.444 -0.1102
C -0.093064 3.026436 -0.328831 1.019 0.092 -1.351 -0.2671
N -1.088331 3.124885 -1.243618 0.928 -0.012 0.730 0.1922
C -1.858694 2.123165 -1.499926 0.049 -0.703 0.273 -0.3166
N -1.814823 0.841578 -0.990218 0.372 0.874 -0.593 0.0878
C -2.926345 0.234318 -1.377398 -1.966 -1.198 0.860 -0.3022
N -3.468511 -0.913418 -0.913903 1.387 0.377 0.236 0.1799
C -2.814055 -1.586064 0.078532 -0.617 0.191 -0.832 -0.3220
N -1.593169 -1.440553 0.541177 0.733 -0.275 1.011 0.0754
C -1.414529 -2.328667 1.652718 0.304 1.886 -1.978 -0.3242
N -0.376483 -2.447549 2.395769 0.652 0.081 0.277 0.2014
C -2.630476 -3.030389 1.837656 -1.390 -1.288 0.742 -0.1414
C -3.021345 -3.883516 2.873950 0.572 -0.096 0.422 -0.0121
C -4.343159 -4.337006 2.901160 1.119 1.238 -1.779 -0.0816
C -5.175318 -3.972492 1.813780 -1.115 -0.093 0.228 -0.0963
C -4.816096 -3.089152 0.787234 0.341 -0.801 0.350 -0.0177
C -3.512363 -2.615226 0.847675 -0.653 -0.013 -0.038 -0.1225
C -3.803228 1.141080 -2.160536 0.352 1.477 -0.436 -0.0820
C -5.101950 1.054608 -2.683146 -0.287 -0.685 0.038 -0.0359
C -5.698121 2.205189 -3.188534 2.322 0.713 0.059 -0.0765
C -4.907605 3.420319 -3.271201 -1.807 -1.336 -1.081 -0.0930
C -3.599255 3.488320 -2.879689 0.801 -0.084 0.253 -0.0355
C -3.074566 2.357944 -2.241354 -1.615 -1.269 -0.583 -0.1028
N 0.536654 1.946344 0.208093 -1.606 1.957 -0.925 0.0979
C 2.288065 -0.301484 3.378854 -1.790 -1.061 0.468 -0.1406
C 3.225241 0.092577 4.286744 2.030 0.125 -0.326 -0.0494
H 4.662944 -0.665477 5.653816 -0.461 -0.260 -0.199 0.0926
H 3.755638 -2.999135 5.789250 -0.618 0.818 -0.598 0.1010
H 1.696861 -3.557879 4.277416 0.134 0.197 0.587 0.1036
H 2.731183 4.533283 2.698734 0.071 -0.144 0.455 0.0973
H 2.160983 6.976834 2.350167 -0.020 -0.294 0.313 0.0950
H 0.514620 7.598536 0.661107 0.118 0.412 0.081 0.0898
H -0.549452 5.969426 -0.752359 0.375 -0.288 0.257 0.1107
H -2.241480 -4.135450 3.634189 -0.971 0.158 -0.564 0.1229
H -4.675691 -4.928579 3.710726 -0.497 -0.638 0.534 0.0778
H -6.205635 -4.354746 1.803252 0.433 0.079 0.056 0.0930
H -5.472296 -2.856375 -0.061904 0.220 0.038 0.625 0.1135
H -5.630609 0.079457 -2.740382 0.428 0.772 0.277 0.1150
H -6.637015 2.145065 -3.702180 -0.443 0.143 0.093 0.0818
H -5.373456 4.201166 -3.865799 0.196 0.268 0.303 0.0889
H -2.952780 4.345324 -3.122170 -0.473 -0.322 0.443 0.1155
H 3.713114 1.090173 4.192605 -0.554 -0.856 0.280 0.1224
O 4.184848 -2.019849 -1.272721 0.652 -0.346 0.162 -0.0060
C 3.056509 -1.786184 -0.844842 -0.098 -0.105 -0.281 -0.6372
O 2.540384 -0.641861 -0.703263 -0.017 -0.374 0.325 -0.1902
C 2.144539 -2.990605 -0.615136 -0.451 0.415 0.151 -0.1774
C 2.627886 -4.292199 -0.483067 1.919 0.291 -0.282 -0.0271
C 1.789231 -5.357341 -0.311197 -1.768 1.063 0.868 -0.0530
C 0.407406 -5.006689 -0.265562 0.609 -1.829 -0.664 -0.0515
C -0.001922 -3.723517 -0.536434 0.000 -0.018 0.345 -0.1513
N 0.845858 -2.702481 -0.619946 0.374 -0.330 -0.410 0.0777
H 3.723976 -4.412770 -0.525290 -0.674 0.091 0.018 0.1221
H 2.156624 -6.352900 -0.076842 -0.173 0.117 -0.269 0.1023
H -0.329326 -5.805439 -0.141863 0.107 0.381 0.005 0.1016
H -1.041788 -3.459575 -0.646155 -0.173 -0.203 0.096 0.0983
C 3.000498 1.801529 -1.803097 1.433 0.202 -1.237 -0.1976
As 2.078204 0.672844 -3.098911 -0.140 0.139 -0.716 1.0273
C 3.320684 -0.658409 -3.851790 0.459 0.906 0.412 -0.1872
C 1.661114 1.869499 -4.614157 0.110 0.214 -0.059 -0.2226
O 0.600840 0.014472 -2.671395 0.393 0.261 -0.079 -0.6135
H 4.051664 1.967496 -2.138314 -0.673 -0.182 -0.260 0.0576
H 3.124406 1.293326 -0.876887 -0.416 -0.306 0.595 -0.0028
H 2.558923 2.773150 -1.719864 -0.569 0.466 0.071 0.0188
H 3.819328 -0.290915 -4.772672 -0.400 -0.051 0.576 0.0361
H 2.709919 -1.517248 -4.077593 -0.145 -0.354 -0.056 0.0308
H 4.063203 -0.907442 -3.066035 -0.466 0.023 -0.508 0.0208
H 2.591988 2.189923 -5.101379 -0.203 0.195 0.284 0.0250
H 1.044315 2.712834 -4.295046 0.490 0.173 0.430 0.0250
H 1.027436 1.463125 -5.398547 0.126 -0.858 0.125 0.0255
```
Positions in Å, forces in eV/Å.

---

The ΔE to the lowest compared entry with this formula, charge and spin results, record by record, are as follows: 24.1; 8.9 kcal/mol.